Formula: CH7N4O
Source: the OMol25 dataset
Level of theory: ωB97M-V/def2-TZVPD

The value obtained for the highest occupied orbital energy (spin up / spin down) is -14.1 / -14.1 eV. The lowest unoccupied orbital energy (spin up / spin down) is -7.15 / -7.16 eV. The electronic energy comes out at -9145.8928 eV. The calculation puts the HOMO-LUMO gap (spin up / spin down) at 6.9 / 6.9 eV.

Structure (ORCA input):
```
! wB97M-V def2-TZVPD RIJCOSX def2/J DEFGRID3
* xyz 1 1
C -0.19749 0.43280 -0.30679
N -0.61586 0.97774 -1.28057
N 0.68351 1.54588 0.80151
N 0.24511 -0.82681 -0.11806
N 0.44001 -1.30588 1.05192
O -1.35272 -1.32418 -1.78564
H 1.48544 1.56239 0.13435
H 1.13427 1.36653 1.69480
H -2.17823 -1.48833 -2.25719
H 0.45432 -2.38748 1.17534
H 0.53711 -0.58532 1.90189
H 0.29731 2.49574 0.91606
H -0.93279 -0.46309 -1.92761
*
```

Formula: C42H40ClN10O5RbS4
Source: the OMol25 dataset
Level of theory: ωB97M-V/def2-TZVPD

The value obtained for the highest occupied orbital energy is -1.8 eV. The lowest unoccupied orbital energy is 3.20 eV. The electronic energy comes out at -125861.1948 eV. The calculation puts the HOMO-LUMO gap at 5.0 eV.

Structure (ORCA input):
```
! wB97M-V def2-TZVPD RIJCOSX def2/J DEFGRID3
* xyz -2 1
Rb -0.59932 1.13378 0.80146
Cl 0.06212 8.02530 1.41848
C -0.65827 6.42114 1.43731
C -0.71993 5.70944 2.65674
C -1.30751 4.48353 2.70868
C -1.90198 3.86254 1.53996
O -2.51010 2.77489 1.62778
C -1.70919 4.57535 0.29046
C -2.08686 4.02186 -0.96990
N -2.38364 2.78920 -1.19801
C -2.88118 2.41086 -2.41362
C -3.86505 3.10652 -3.09340
C -4.38088 2.64313 -4.31864
C -3.92939 1.48593 -4.88675
C -2.92286 0.73591 -4.22748
C -2.37234 -0.44771 -4.76928
C -1.38901 -1.10689 -4.09162
C -0.96113 -0.59760 -2.84585
N -1.43744 0.49917 -2.32056
C -2.40291 1.17881 -2.98911
C -1.12621 5.86208 0.28871
H -0.27939 6.14764 3.54471
H -1.33428 3.90021 3.62297
H -2.05941 4.72833 -1.81660
H -4.26463 4.00743 -2.64520
H -5.15325 3.22111 -4.81371
H -4.32156 1.13059 -5.83296
H -2.72975 -0.80538 -5.73009
H -0.92675 -1.99630 -4.49597
H -0.18039 -1.10716 -2.28941
H -1.03149 6.39674 -0.65098
C 2.84037 -1.63297 3.99469
C 1.59536 -0.94510 3.49536
N 1.31973 -0.87989 2.24404
O 2.34332 -1.44635 1.45274
C 0.69822 -0.33357 4.47651
C 0.60677 -0.88641 5.87179
N 0.02351 0.73730 4.11769
O -0.75212 1.27291 4.99616
H 3.67596 -1.39909 3.33752
H 2.71438 -2.71944 3.98483
H 3.06893 -1.31942 5.01188
H 2.27712 -0.93535 0.63066
H 0.75662 -1.97072 5.89273
H -0.37945 -0.62758 6.26845
H 1.33110 -0.43554 6.56155
O 5.84857 2.46411 0.57478
C 5.13884 3.22665 1.42362
C 5.84293 4.06249 2.29350
C 5.16950 4.86075 3.20107
C 3.78073 4.84335 3.26003
C 3.08016 4.02314 2.39108
C 3.73209 3.21238 1.46684
C 2.87511 2.35455 0.57424
O 1.64471 2.45484 0.62569
N 3.58508 1.53191 -0.22756
N 2.83933 0.55457 -0.83934
C 3.36792 0.06420 -1.87817
S 2.71487 -1.37367 -2.67623
C 3.49440 -0.97053 -4.25426
C 4.91523 -0.52695 -3.94500
S 4.85651 0.71413 -2.62239
H 5.16541 1.89906 0.09190
H 6.92498 4.05793 2.23839
H 5.73480 5.49983 3.87116
H 3.24939 5.46018 3.97357
H 1.99743 3.98398 2.40376
H 2.94077 -0.17334 -4.75345
H 3.47793 -1.86681 -4.87624
H 5.39040 -0.06982 -4.81479
H 5.51139 -1.38142 -3.62234
N -3.05749 -3.36848 6.05834
C -3.35598 -3.92981 4.88266
S -4.12475 -5.40070 4.81595
C -2.94994 -3.14961 3.67804
C -3.36650 -3.53062 2.40174
C -2.97777 -2.76613 1.31963
N -2.21745 -1.67158 1.40247
C -1.82576 -1.31868 2.61985
C -2.15839 -2.01650 3.77381
H -3.31944 -3.85458 6.89763
H -2.64333 -2.45287 6.12390
H -3.98581 -4.40728 2.27720
H -3.30947 -3.04004 0.32139
H -1.20245 -0.44639 2.74913
H -1.74372 -1.62293 4.69292
C -3.59115 -4.01176 -3.44924
C -2.13760 -4.35017 -3.41877
C -1.42904 -4.85855 -4.46399
C -0.02188 -4.98388 -4.29396
N 0.60752 -4.69882 -3.18720
C -0.09941 -4.26163 -2.09341
S 0.53332 -3.91165 -0.62142
N -1.47118 -4.07937 -2.28206
C 0.82208 -5.41531 -5.45725
H -4.06496 -4.43072 -4.33377
H -3.70348 -2.92528 -3.47178
H -4.09887 -4.38738 -2.55994
H -1.90966 -5.09314 -5.40185
H -1.94764 -3.68218 -1.48265
H 0.28789 -6.10903 -6.10670
H 1.74363 -5.86578 -5.09679
H 1.08435 -4.53388 -6.04843
*
```

Record order is preserved below.
Relative energy (zero: lowest compared OMol25 entry of this formula, charge and spin): 95.7, 8.0 kcal/mol